1.
Here is 2 unconnected molecules or ions with the total composition C4H9NO from the OMol25 dataset. Energies are from the ωB97M-V functional and the def2-TZVPD basis.

The geometry in XYZ format:
```
15
Properties=species:S:1:pos:R:3:forces:R:3:nbo_charge:R:1
C -0.730 -1.900 2.940 -1.3 -0.8 1.7 -0.577
C 0.028 -1.723 1.819 -1.1 -1.7 0.9 0.010
N -0.434 -0.922 0.826 0.8 0.5 -1.9 -0.820
H -1.814 -1.552 2.879 1.6 0.1 0.0 0.180
H -0.628 -2.472 3.980 0.7 1.1 -2.9 0.218
H 0.875 -2.360 1.482 -0.2 0.9 0.9 0.200
H -1.256 -0.387 0.867 -1.1 0.4 1.0 0.374
H -0.196 -0.982 -0.155 0.7 -0.4 0.5 0.408
O -0.149 0.115 -1.891 -0.6 -1.0 -0.1 -0.548
C 0.086 1.154 -2.415 1.3 1.3 0.3 0.470
C 0.998 2.256 -1.763 0.0 -2.7 -1.4 -0.717
H -0.312 1.429 -3.452 0.2 -0.2 0.9 0.105
H 0.244 2.964 -1.527 0.0 1.4 0.5 0.233
H 1.684 1.900 -0.955 -1.1 0.3 -0.4 0.241
H 1.604 2.479 -2.635 0.2 1.0 0.1 0.221
```
Positions in Å, forces in eV/Å.

F_max = 3.16 eV/Å
energy above the lowest of the compared OMol25 structures with the same formula, charge and spin = 69.7 kcal per mole
structure (SMILES) = C=CN.CC=O
orbital gap = 8.35 eV



2.
Here is a molecular structure, C35H41N8V from the OMol25 dataset. Energies are from the ωB97M-V functional and the def2-TZVPD basis.

The geometry in XYZ format:
```
85
Properties=species:S:1:pos:R:3:forces:R:3:mulliken_spin:R:1
V 0.396 0.543 0.189 -0.6 -0.2 0.6 2.022
C -1.790 1.535 0.293 -0.6 0.3 0.3 0.058
C -1.326 2.420 1.280 -0.7 -0.1 -0.2 -0.033
C -0.267 3.168 0.747 0.3 -0.3 -0.2 -0.043
C -0.053 2.739 -0.571 -0.3 0.4 -0.4 0.011
C -1.028 1.750 -0.878 -0.4 0.6 -0.7 -0.067
H -2.688 0.938 0.368 0.1 -0.1 0.0 0.007
H -1.758 2.555 2.261 0.2 -0.2 0.1 -0.002
H 0.274 3.951 1.257 0.1 -0.1 0.0 0.000
H 0.624 3.204 -1.277 0.0 -0.2 0.1 0.008
H -1.345 1.488 -1.874 0.2 -0.3 0.1 0.002
C 2.165 -1.857 2.004 0.0 -0.1 0.3 0.005
N 1.928 -1.020 0.841 -0.7 0.4 -0.1 0.207
C 2.771 -1.198 -0.136 0.6 -0.2 -0.8 0.224
C 2.513 -0.540 -1.345 0.8 -1.0 0.1 0.275
C 3.058 -0.833 -2.698 0.0 0.0 0.0 -0.062
C 2.228 0.072 -3.527 -0.5 0.4 0.3 0.081
C 1.324 0.671 -2.725 0.5 0.2 -1.6 -0.022
N 1.468 0.285 -1.404 0.3 0.1 0.1 0.139
C 3.515 -1.675 2.676 0.0 -0.1 0.0 0.000
C 4.056 -2.721 3.418 -0.1 0.1 0.0 0.003
C 5.258 -2.565 4.089 0.0 0.0 0.1 0.001
C 5.936 -1.359 4.025 0.0 0.0 0.0 -0.002
C 5.415 -0.323 3.268 0.1 0.1 0.0 0.002
C 4.217 -0.480 2.593 0.0 0.0 0.0 0.015
H 2.074 -2.911 1.704 -0.1 0.1 0.1 0.023
H 1.386 -1.674 2.751 0.1 -0.1 -0.1 -0.004
H 3.615 -1.885 -0.053 0.0 0.1 0.0 0.011
H 4.132 -0.718 -2.821 0.2 0.1 0.1 0.015
H 2.325 0.172 -4.589 -0.1 0.1 -0.2 0.004
H 0.570 1.378 -3.024 -0.1 0.0 0.1 -0.001
H 3.536 -3.667 3.475 -0.1 -0.1 0.0 -0.001
H 5.666 -3.387 4.658 0.0 0.0 0.0 0.000
H 6.869 -1.233 4.554 0.1 0.0 0.0 0.000
H 5.951 0.611 3.199 0.1 0.1 0.0 0.000
H 3.824 0.330 1.994 0.1 0.0 0.0 0.010
N 1.828 -3.490 -2.222 -0.2 -0.4 0.0 0.003
C 0.511 -3.077 -1.741 -0.1 -0.1 0.1 -0.031
C -0.461 -2.984 -2.910 0.0 0.3 0.3 0.003
C -1.810 -2.422 -2.454 -0.3 -0.5 -0.4 -0.007
N -1.652 -1.020 -2.077 0.0 0.0 -0.1 0.007
C -2.366 -3.250 -1.295 0.3 0.3 0.0 0.003
C -1.386 -3.409 -0.133 -0.2 -0.7 -0.1 0.007
N -1.146 -2.136 0.556 0.1 0.4 0.4 0.026
C -0.067 -3.986 -0.653 -0.1 0.5 0.0 0.012
H 2.802 -1.891 -2.914 0.2 0.2 0.0 0.044
H 1.746 -4.314 -2.811 0.1 0.0 0.2 -0.001
H 2.429 -3.722 -1.437 0.0 -0.1 -0.1 -0.005
H 0.597 -2.079 -1.298 0.0 -0.2 -0.2 0.018
H -0.614 -3.972 -3.350 0.0 -0.1 -0.1 0.000
H -0.035 -2.329 -3.672 0.0 0.0 -0.1 0.001
H -2.519 -2.527 -3.298 0.2 0.0 0.2 0.001
H -2.550 -0.649 -1.779 0.1 0.1 -0.1 0.003
H -1.364 -0.509 -2.906 -0.1 0.1 0.1 0.000
H -2.610 -4.246 -1.672 -0.1 0.0 0.0 -0.001
H -3.297 -2.803 -0.938 -0.1 0.0 0.0 0.000
H -1.832 -4.146 0.563 0.1 0.2 -0.2 0.003
H -0.720 -2.335 1.456 -0.1 0.0 0.0 -0.005
H -2.040 -1.685 0.725 0.0 0.0 0.1 0.007
H -0.243 -4.989 -1.046 0.0 -0.1 0.0 -0.001
H 0.642 -4.063 0.175 0.1 -0.1 0.1 -0.004
N 2.440 1.720 6.857 -0.1 0.0 -0.4 0.000
C 2.372 1.548 8.210 -0.5 -0.4 0.5 0.001
C 3.139 2.034 9.258 0.1 0.1 0.1 -0.001
C 2.776 1.637 10.528 0.1 0.1 -0.2 0.001
C 1.677 0.796 10.750 -0.2 -0.1 0.1 0.000
C 0.904 0.317 9.718 0.1 0.0 0.0 0.001
C 1.260 0.690 8.421 0.8 0.6 0.2 0.000
N 0.697 0.374 7.224 -0.3 -0.1 -0.8 0.002
C 1.408 0.995 6.311 0.1 -0.1 1.0 0.001
C 1.139 0.920 4.902 -0.2 0.0 -1.1 -0.003
C 1.912 1.579 3.939 -0.3 -0.2 0.3 0.027
C 1.575 1.455 2.609 0.3 0.2 0.2 0.028
N 0.544 0.733 2.176 0.5 0.1 1.8 -0.039
C -0.204 0.109 3.088 -0.2 -0.1 0.2 0.036
C 0.052 0.165 4.440 0.2 0.2 0.0 0.009
H 3.116 2.279 6.365 0.0 0.0 0.0 0.000
H 3.972 2.698 9.086 0.1 0.0 0.0 0.000
H 3.347 1.988 11.374 0.0 0.0 0.1 0.000
H 1.429 0.533 11.767 0.0 -0.1 0.1 0.000
H 0.052 -0.322 9.887 -0.1 -0.1 0.0 0.000
H 2.772 2.170 4.212 0.1 0.1 -0.1 0.000
H 2.149 1.972 1.844 0.0 -0.1 0.1 -0.025
H -1.054 -0.441 2.702 0.0 0.0 0.1 -0.010
H -0.557 -0.360 5.158 -0.1 0.0 0.0 0.000
```
Positions in Å, forces in eV/Å.

net charge = +1
F_max = 1.88 eV/Å
expectation value of S² = 3.785
energy above the lowest of the compared OMol25 structures with the same formula, charge and spin = 77.0 kcal per mole
multiplicity = 4
orbital gap (alpha / beta) = 5.68 / 7.38 eV



3.
Here is a single C3H6N2S3 molecule from the OMol25 dataset. Energies are from the ωB97M-V functional and the def2-TZVPD basis.

The geometry in XYZ format:
```
14
Properties=species:S:1:pos:R:3:forces:R:3:nbo_charge:R:1
C -0.309 1.044 0.911 0.0 0.3 0.5 -0.038
C -0.808 0.378 -0.342 0.2 -0.9 -0.1 -0.508
C 0.293 -0.138 -1.298 0.5 0.2 0.4 -0.269
H 0.356 -1.387 1.209 0.4 0.5 0.2 0.368
H 1.399 -1.006 2.500 0.0 0.0 -0.1 0.379
H -0.820 1.996 1.189 1.0 -0.6 -0.3 0.211
H -1.266 1.166 -0.896 -0.6 0.5 -0.6 0.254
H -2.464 -1.237 -1.131 0.5 0.4 1.3 0.156
H 2.326 0.554 -2.217 0.4 -0.4 -0.7 0.136
N 0.991 -0.696 1.633 -0.1 -0.6 -0.8 -0.631
N 0.543 0.564 1.736 -1.0 0.5 0.7 -0.185
S -2.083 -0.821 0.154 -0.4 -0.4 -1.3 -0.027
S 1.572 1.108 -1.299 -0.8 -0.3 0.3 0.103
S 0.272 -1.525 -2.151 0.0 0.8 0.4 0.051
```
Positions in Å, forces in eV/Å.

F_max = 1.40 eV/Å
energy above the lowest of the compared OMol25 structures with the same formula, charge and spin = 52.5 kcal per mole
structure (SMILES) = N/N=C\[C@H](S)C(=S)S
orbital gap = 8.43 eV



4.
Here is a molecular structure, C19H22N6O3Zr from the OMol25 dataset. Energies are from the ωB97M-V functional and the def2-TZVPD basis.

The geometry in XYZ format:
```
51
Properties=species:S:1:pos:R:3:forces:R:3:nbo_charge:R:1
N 1.729 2.710 0.131 -3.4 2.5 -2.0 -0.378
C 1.091 3.702 -0.037 2.5 -3.0 0.9 0.362
C 0.583 5.046 -0.025 -0.1 0.6 0.0 -0.763
H -0.491 5.120 -0.146 -0.2 -0.1 0.0 0.266
H 1.067 5.653 -0.781 0.1 0.0 -0.3 0.309
H 0.857 5.485 0.929 0.0 0.1 0.3 0.317
N 1.537 -0.991 -0.756 -0.9 0.6 -0.9 -0.607
C 2.506 -1.628 -0.747 -0.4 0.2 0.1 0.647
C 3.715 -2.424 -0.717 0.3 -0.2 0.0 -0.783
H 4.469 -2.015 -1.399 -0.2 0.1 0.0 0.323
H 3.515 -3.454 -1.029 -0.2 0.1 0.0 0.327
H 4.157 -2.454 0.285 -0.2 0.1 0.0 0.329
N -1.795 -2.674 0.021 -2.6 2.1 -1.9 -0.379
C -2.959 -2.503 -0.080 2.6 -0.9 0.6 0.373
C -4.395 -2.586 -0.022 -0.6 -0.1 0.0 -0.760
H -4.640 -3.317 0.743 -0.1 -0.1 0.3 0.325
H -4.824 -2.957 -0.942 0.0 -0.1 -0.4 0.299
H -4.872 -1.647 0.229 0.0 0.2 0.1 0.269
Zr -0.568 0.328 -1.300 3.3 -2.3 16.4 2.356
C 0.329 -2.571 1.831 -1.8 -2.9 0.0 0.471
O -0.354 -3.493 1.784 2.5 2.4 0.8 -0.444
C 2.492 0.640 1.965 2.6 3.5 -0.5 0.467
O 3.121 1.591 1.794 -1.8 -3.8 1.1 -0.414
C -0.009 1.709 -2.855 0.1 1.0 -3.1 -0.283
C -1.429 1.759 -2.803 -0.8 0.7 -1.6 -0.236
C -2.198 0.560 -2.818 -1.0 0.5 -1.6 -0.231
C -1.556 -0.707 -2.893 -0.8 -0.5 -3.2 -0.334
C -0.171 -0.730 -3.217 -0.1 -0.6 -1.8 -0.202
C 0.596 0.468 -3.195 0.5 0.3 -1.7 -0.219
H 0.578 2.613 -2.664 0.0 -0.3 -0.2 0.349
H -1.909 2.739 -2.728 0.0 -0.3 0.2 0.345
H -3.290 0.583 -2.747 0.3 0.2 0.1 0.346
H -2.132 -1.622 -2.724 0.2 0.1 -0.2 0.361
H 0.324 -1.689 -3.325 0.1 0.0 -0.2 0.344
H 1.675 0.424 -3.292 0.1 -0.1 -0.2 0.344
C -3.848 2.505 1.237 -0.6 0.5 -0.1 -0.412
N -2.776 1.791 1.924 -0.1 0.0 -0.1 -0.329
C -2.775 1.760 3.295 0.3 -0.3 0.4 0.123
C -1.785 1.070 3.924 -0.4 0.3 0.5 -0.259
C -0.792 0.457 3.120 1.8 -1.6 0.6 0.467
N -0.826 0.472 1.762 -0.9 0.8 -0.9 -0.512
C -1.823 1.158 1.220 0.3 -0.3 2.5 0.724
O -1.914 1.241 -0.077 0.5 -0.4 -2.7 -0.771
N 0.222 -0.236 3.708 -0.8 2.1 0.7 -0.710
H -4.509 2.933 2.010 0.2 -0.2 -0.6 0.268
H -4.412 1.803 0.614 0.0 0.3 0.1 0.232
H -3.420 3.307 0.627 -0.2 -0.1 0.1 0.232
H -3.598 2.312 3.775 0.6 -0.4 -0.1 0.285
H -1.691 0.989 5.022 -0.3 0.2 -0.7 0.299
H 0.329 0.001 4.719 0.0 -0.7 -1.1 0.433
H 1.104 -0.265 3.187 -0.5 -0.5 0.1 0.432
```
Positions in Å, forces in eV/Å.

net charge = +4
F_max = 16.90 eV/Å
orbital gap = 3.97 eV



5.
Here is a single CH5N3O molecule from the OMol25 dataset. Energies are from the ωB97M-V functional and the def2-TZVPD basis.

The geometry in XYZ format:
```
10
Properties=species:S:1:pos:R:3:forces:R:3:nbo_charge:R:1
C -1.104 -1.439 -0.763 -0.9 0.9 -1.1 -0.255
N 1.248 0.544 0.561 -2.3 -2.4 -1.7 -0.026
N 0.119 0.129 0.081 3.3 2.7 1.9 -0.034
N 1.290 1.862 0.787 0.1 0.0 -0.1 -0.619
O 0.147 -1.208 -0.222 1.8 0.5 0.7 -0.371
H -1.310 -0.631 -1.515 -0.1 -1.0 0.4 0.181
H -1.830 -1.330 0.032 -0.6 -0.4 0.0 0.175
H -1.063 -2.413 -1.221 -0.3 -0.3 0.0 0.195
H 0.401 2.276 0.967 -0.5 0.6 0.1 0.366
H 2.101 2.209 1.293 -0.5 -0.6 -0.1 0.388
```
Positions in Å, forces in eV/Å.

F_max = 4.63 eV/Å
energy above the lowest of the compared OMol25 structures with the same formula, charge and spin = 73.0 kcal per mole
structure (SMILES) = CO/N=N/N
orbital gap = 10.08 eV



6.
Here is 2 unconnected molecules or ions with the total composition C5H10O from the OMol25 dataset. Energies are from the ωB97M-V functional and the def2-TZVPD basis.

The geometry in XYZ format:
```
16
Properties=species:S:1:pos:R:3:forces:R:3:nbo_charge:R:1
C -1.180 -0.718 0.355 -0.1 0.8 2.1 -0.658
C -2.229 0.370 0.517 0.1 -0.8 -0.5 -0.164
C -2.231 1.507 -0.146 -0.1 0.7 -0.7 -0.410
H -1.056 -1.321 -0.534 -0.2 0.4 -0.3 0.234
H -0.270 -0.201 0.653 0.4 -0.3 -0.6 0.213
H -1.322 -1.388 1.207 0.0 -0.4 -0.3 0.215
H -2.953 0.193 1.298 -0.4 0.0 -0.1 0.192
H -3.004 2.260 -0.088 -0.1 0.0 0.5 0.196
H -1.473 1.775 -0.877 0.1 -0.4 -0.1 0.180
O 1.553 -1.885 0.402 0.0 0.0 -0.2 -0.515
C 2.359 -1.012 0.205 0.1 -0.6 0.4 0.435
C 2.163 0.129 -0.735 0.3 0.7 -0.9 -0.739
H 3.308 -1.070 0.771 0.1 0.3 -0.1 0.107
H 3.072 0.709 -0.896 0.1 -0.1 0.3 0.222
H 1.405 0.832 -0.394 -0.1 -0.1 0.2 0.248
H 1.858 -0.179 -1.738 -0.2 -0.4 0.2 0.245
```
Positions in Å, forces in eV/Å.

F_max = 2.27 eV/Å
energy above the lowest of the compared OMol25 structures with the same formula, charge and spin = 41.5 kcal per mole
structure (SMILES) = C=CC.CC=O
orbital gap = 10.51 eV



7.
Here is a molecular structure, CH4N4 from the OMol25 dataset. Energies are from the ωB97M-V functional and the def2-TZVPD basis.

The geometry in XYZ format:
```
9
Properties=species:S:1:pos:R:3:forces:R:3:nbo_charge:R:1
C 0.203 -0.224 0.049 1.5 -0.9 -1.0 0.446
N -0.822 -1.056 -0.160 1.4 2.0 1.1 -0.341
N -0.510 0.943 0.034 -0.1 3.2 1.1 -0.471
N -1.659 0.132 0.095 -1.9 -1.8 -0.4 -0.309
N 1.661 -0.295 0.138 -2.6 -3.1 3.1 -0.839
H -0.460 1.816 0.709 0.1 -2.7 -1.6 0.395
H -2.386 0.182 -0.666 1.4 0.6 0.6 0.352
H 1.898 -1.291 0.540 -0.5 2.6 -1.2 0.388
H 2.076 -0.205 -0.739 0.7 0.2 -1.8 0.379
```
Positions in Å, forces in eV/Å.

F_max = 5.12 eV/Å
energy above the lowest of the compared OMol25 structures with the same formula, charge and spin = 92.5 kcal per mole
orbital gap = 10.12 eV



8.
Here is a single C3H5NO3 molecule from the OMol25 dataset. Energies are from the ωB97M-V functional and the def2-TZVPD basis.

The geometry in XYZ format:
```
12
Properties=species:S:1:pos:R:3:forces:R:3:nbo_charge:R:1
C -0.775 -1.109 0.200 0.4 -3.1 0.8 0.177
C 1.460 -0.444 0.248 3.5 -0.5 -2.6 0.175
C -1.129 1.039 -0.061 1.4 1.9 2.1 0.320
H -1.238 -1.903 -0.262 -1.0 -2.4 -0.3 0.181
H -0.549 -1.351 1.281 -0.8 1.1 -0.8 0.165
H 1.586 -0.419 1.278 -1.8 -0.6 2.6 0.162
H 2.558 -0.669 0.075 -1.3 -0.8 -1.1 0.182
H -1.933 1.832 0.230 2.0 -0.9 -0.9 0.197
N 0.152 1.381 0.072 -3.1 2.1 -0.7 -0.257
O 0.508 -1.225 -0.438 0.2 2.0 1.3 -0.497
O 1.440 0.865 -0.185 -2.9 0.2 -0.1 -0.325
O -1.801 -0.149 -0.055 3.5 1.0 -0.3 -0.480
```
Positions in Å, forces in eV/Å.

F_max = 4.37 eV/Å
energy above the lowest of the compared OMol25 structures with the same formula, charge and spin = 146.2 kcal per mole
structure (SMILES) = C1=NOCOCO1
orbital gap = 10.59 eV



no.,calculated total energy (hartree)
1,-287.7214
2,-2740.1631
3,-1421.9149
4,-1336.8297
5,-280.4882
6,-271.6865
7,-259.4125
8,-397.6038